# C40H110O35S15

15 unconnected molecules or ions with the total composition C40H110O35S15 (ωB97M-V/def2-TZVPD, the OMol25 dataset).

Geometry as XYZ:
```
200
Properties=species:S:1:pos:R:3:forces:R:3:lowdin_charge:R:1
H 5.40632 3.79677 5.80172 0.1 0.2 -0.2 0.093
H 4.83725 -5.72985 -0.33719 0.0 -0.1 0.7 0.039
H 0.76300 1.01157 5.88271 -0.1 0.5 -0.3 0.086
S 2.71746 1.45442 -3.43334 2.3 2.8 -2.7 0.563
O -0.98029 -7.33935 -5.68078 -0.5 0.3 -0.7 -0.270
H 2.25693 0.31624 6.52746 -0.7 -0.1 -1.3 0.115
H -1.75023 -2.96237 4.25475 -0.1 -0.1 0.1 0.035
O -1.62096 0.23356 -3.53635 0.7 -0.5 0.1 -0.272
H -2.81055 2.85079 -3.11416 0.1 -0.1 0.2 0.040
H -0.95905 -3.79605 -4.54139 1.1 -0.4 0.3 0.058
H 0.54138 -0.55391 1.17226 -0.1 -0.3 -0.1 0.043
O -3.67105 -0.05036 -4.85787 0.1 -0.2 0.2 -0.264
H 7.23266 -2.97981 -1.39691 0.6 -0.1 -0.2 0.042
H -0.26003 -5.76643 2.10011 -0.7 0.5 -0.1 0.087
H 1.27526 5.41082 4.43357 0.1 -0.7 -0.1 0.122
O 1.42521 6.16197 1.83223 1.4 -1.0 0.3 -0.253
H 6.07342 -1.65782 -1.75910 0.5 -0.8 0.9 0.075
O 3.86947 2.25629 -3.91356 -2.3 -1.8 0.4 -0.306
S 1.40992 -0.57356 4.36459 -2.3 -0.9 0.2 0.560
H -3.06703 -0.78868 2.44610 0.1 -0.3 -0.3 0.022
H -0.92822 6.12544 3.56215 -0.1 -0.5 0.4 0.055
H -4.80552 1.96254 4.33321 0.7 0.2 0.1 0.072
H 0.39323 -4.37851 -0.08196 0.0 0.1 0.4 0.114
H -4.48590 -4.65309 -0.16943 -0.7 0.5 0.6 0.074
C -3.54536 -7.64222 -5.83175 -2.0 -0.6 -1.2 -0.128
C -3.68298 -0.15812 3.07057 -1.6 -1.6 0.1 -0.265
H 2.16423 8.23342 1.12783 -0.1 -0.1 -0.1 0.115
C 3.81515 -1.45027 4.22818 1.2 -0.8 0.2 -0.280
C -0.68308 7.04132 3.06306 0.2 0.6 0.3 -0.116
O 1.38468 -7.96478 -1.83838 -0.6 0.9 0.4 -0.262
H 4.99470 0.83211 0.98795 -0.2 -0.4 -0.2 0.070
H -0.95120 -9.33148 -1.79257 0.0 0.1 0.1 0.077
S -2.03629 -8.29028 -5.48921 3.0 1.0 1.6 0.529
H 1.56859 -2.37303 -4.73064 0.1 0.5 -1.1 0.078
H -4.32356 -8.40753 -5.62914 0.5 0.5 -0.2 0.106
O -3.34808 -4.53915 -3.40990 0.9 -1.4 -1.5 -0.234
H 4.43079 3.84159 4.28457 0.1 0.1 -0.1 0.069
H -0.65949 -2.29675 7.15063 -0.3 -0.3 -0.3 0.042
H 1.15884 1.95147 -5.18267 0.5 0.5 -0.1 0.093
C 1.73650 0.65948 5.57232 1.6 -1.6 2.1 -0.116
H 0.03569 7.60887 3.65413 -0.5 0.4 0.2 0.080
H -1.70472 -2.79477 8.47650 -0.3 0.0 -0.5 0.060
H 5.94453 -4.80331 0.85049 -0.3 0.0 0.0 0.060
H 2.82436 3.83867 1.36677 -0.1 -0.3 -0.2 0.043
C 0.53451 3.49858 3.70177 -1.1 -0.5 1.4 -0.048
H -1.62009 7.51476 2.74034 0.5 0.3 0.5 0.093
S -2.91170 -2.67992 6.41145 -1.1 -0.5 -0.7 0.792
H -2.35079 0.96683 -0.47215 -0.4 -0.2 0.0 0.088
H -3.29058 6.41039 -0.33174 0.7 -0.5 -0.5 0.123
H 4.28042 -2.79287 2.57583 0.1 0.1 1.1 0.077
H 0.47048 1.29927 -3.80842 -0.6 -0.7 0.6 0.033
H -5.83126 0.22005 -0.89514 -1.4 0.6 -0.1 0.079
O -1.87654 -9.58883 -6.01611 -0.4 -1.2 -0.5 -0.240
H -4.74735 -0.55472 3.04046 1.2 0.6 0.0 0.098
O 3.98924 -2.94173 -0.30076 -2.2 1.0 1.6 -0.551
H 4.58912 6.29997 -2.68325 0.3 0.2 -0.5 0.047
H 2.43169 1.31294 5.10356 0.0 1.2 -0.5 0.020
C 3.98999 0.49365 0.67339 0.9 0.6 0.1 -0.233
O 3.54929 5.60472 6.13594 -0.6 -1.2 0.8 -0.278
H 3.88280 0.65468 -0.41774 -0.3 -0.3 0.7 0.051
O -1.06867 4.79353 -3.47183 -0.3 -0.1 -1.0 -0.299
O -0.34993 -2.37116 -1.57529 0.2 -1.6 -1.6 -0.257
S -4.55145 -4.66048 -2.49484 -0.7 -1.0 1.9 0.513
S 1.22601 -6.54901 -1.61745 4.1 -0.9 -1.2 0.586
H 0.35661 2.44722 -0.67857 -0.2 -0.3 0.2 0.070
C -1.49310 -2.96792 7.40746 1.3 -1.1 1.2 -0.304
H -4.40128 5.67723 -1.40893 -1.2 0.0 -0.8 0.098
H -0.61510 7.40486 -3.27452 -0.1 0.4 -1.1 0.078
S -2.96614 0.61428 -3.79670 -1.1 0.0 0.0 0.568
H -3.70286 -2.59492 -3.96666 0.5 -0.2 0.3 0.112
H 4.35697 3.19627 0.91161 0.1 0.0 -0.7 0.072
H 1.57565 -2.87345 -3.19753 0.4 -1.0 0.6 0.058
H -2.32503 -10.32237 -3.61604 0.1 0.2 0.1 0.124
C -1.16373 7.00874 -2.45436 0.0 2.7 2.1 -0.159
O 2.43236 -5.70813 -1.75794 -1.9 -1.1 -0.2 -0.313
C 0.67814 -5.28972 1.86245 0.4 -0.5 1.4 -0.050
H -4.04296 3.40419 3.66170 0.6 -0.2 0.2 0.051
C 0.50707 -1.51421 0.64279 -0.1 -0.6 1.2 -0.095
H 1.96918 10.55848 0.25763 -0.2 -0.1 -0.1 0.099
H 0.07122 -4.85051 -2.59683 -0.3 0.0 0.0 0.056
O 2.71514 -0.90166 3.54827 -1.3 0.5 -0.4 -0.276
H 3.20000 -2.77784 -4.04871 -0.3 -0.1 0.1 0.093
C 2.46675 5.89592 -3.94504 -0.1 0.7 -1.5 -0.266
H 1.39005 -5.99114 2.28961 0.4 0.1 0.2 0.093
H -4.81842 4.70197 0.83070 0.4 0.6 0.1 0.093
H -2.22137 -8.12182 -1.45862 0.0 -0.4 0.0 0.076
C 3.28617 3.03090 0.77152 0.1 1.6 1.4 -0.255
H -3.71341 -9.32539 -3.11102 0.6 0.1 -0.2 0.134
O -4.93838 -6.02497 -2.52636 -0.7 -0.9 -0.6 -0.268
C 6.35853 -2.47836 -1.03154 0.1 1.3 -0.8 -0.277
O -5.46720 -3.61245 -2.78546 -0.5 0.4 0.2 -0.245
H -5.01870 -1.16413 -2.84844 -0.3 0.1 -0.5 0.104
O 0.52693 0.09416 3.44926 0.4 -0.1 -0.4 -0.311
H 1.22112 -0.74324 -3.02470 -0.6 0.2 0.5 0.094
H 0.91934 2.94821 -3.65433 0.2 0.5 -0.1 0.053
H 4.64140 -0.75206 4.08304 0.0 0.0 0.0 0.127
S -0.78553 -1.55306 -0.51944 0.5 2.4 0.4 0.524
H -3.49819 -7.39321 -6.87930 -0.3 -0.1 -0.5 0.082
H 4.43475 4.53936 -2.28847 0.4 0.0 -0.3 0.048
O -3.84492 0.55464 -2.46588 0.3 0.1 -0.8 -0.243
H 1.07444 9.25098 2.12606 -0.1 -0.5 -1.1 0.145
H -4.16848 3.47549 -0.09555 0.3 0.2 -0.3 0.071
H 0.27226 10.27953 -0.02883 -1.1 0.7 0.3 0.072
O 3.59525 1.71943 2.99083 0.2 0.1 -0.2 -0.529
H 4.52318 5.78090 -1.03115 -0.7 -0.2 -0.2 0.074
O 2.81950 0.00287 -3.98095 1.3 0.6 -0.9 -0.215
C -1.28354 0.95755 -0.32625 0.9 1.8 0.9 -0.243
H 1.43378 6.02385 -4.34396 0.7 -0.3 0.4 0.059
H -1.04442 0.82986 0.77092 -0.3 0.1 -1.0 0.117
O -2.09787 -8.30502 -3.92179 0.4 0.7 -0.1 -0.268
S 3.30739 4.17536 6.25775 -1.7 1.3 1.8 0.587
H -3.28201 -3.50308 -0.94158 -0.1 -0.6 0.6 0.048
H 0.43983 3.70129 2.67909 -0.1 0.3 -1.6 0.055
H -1.26984 3.11623 -0.31568 0.3 -0.2 -0.1 0.068
H -3.75146 -6.75240 -5.29826 0.1 0.8 0.8 0.057
O -4.06800 -3.48792 6.94824 1.0 0.5 -0.2 -0.562
C 2.24550 -1.01933 -3.18306 -0.3 -0.7 0.9 -0.273
S -2.05367 5.70994 -2.96416 0.3 -3.6 1.1 0.552
C -2.02749 -9.15899 -1.77625 0.3 0.5 -0.6 -0.047
H -4.36824 0.02640 -0.17007 0.7 -0.2 1.1 0.031
O -4.89696 1.69542 1.53534 0.2 -0.4 0.6 -0.530
H 1.37662 9.43452 -0.95481 0.5 -0.8 -0.5 0.071
C -3.01971 2.32039 -4.03383 -0.3 0.7 -0.6 -0.121
H -2.25689 2.57116 -4.78859 -0.4 -0.1 0.3 0.093
H 6.46647 -5.40913 -0.76072 0.5 0.0 -0.1 0.047
O 1.92502 3.83520 5.56062 0.5 -0.8 1.1 -0.238
C 4.14733 5.55947 -2.04468 1.1 -0.1 1.1 -0.269
C 5.64811 -5.01682 -0.17511 -0.4 0.3 -0.8 -0.227
H -3.31767 -0.25870 4.09492 0.0 0.5 -0.1 0.044
H 3.59112 -1.48344 5.27709 0.0 -0.1 0.7 0.107
S -3.66580 1.45627 2.35312 0.5 1.3 -0.2 0.789
C -3.75973 -4.49743 -0.93591 -0.3 1.4 -0.5 -0.093
C -1.85499 -3.30488 -4.80013 -1.3 0.6 -0.1 -0.019
C 1.20990 2.01098 -4.09966 -0.3 -0.4 -0.8 -0.105
H -2.99549 2.11565 4.51510 0.4 0.3 0.4 0.037
C -5.06525 -0.49425 -0.77489 0.2 0.3 -1.2 -0.039
H 5.15035 -3.11499 4.11786 -0.1 -0.3 0.1 0.077
C -4.39700 -0.73576 -2.08670 0.6 0.2 0.6 -0.248
H 2.02595 -4.88265 0.28578 0.0 0.2 0.2 0.109
O 0.87129 -1.77862 4.96993 1.0 0.6 -0.1 -0.293
O 0.74008 -6.33792 -0.17295 -1.2 -2.8 0.0 -0.221
C 2.21613 -2.33503 -3.87908 -0.1 -0.2 0.4 -0.035
C -3.56817 5.44519 -0.80530 0.3 0.4 0.8 -0.249
S 0.09691 6.57152 1.59591 -1.5 0.1 -0.1 0.496
C -0.72048 2.31271 -0.82993 -0.4 -0.2 0.2 -0.011
H -1.04224 -6.28093 -2.29799 0.4 0.3 0.7 0.073
O -0.89804 5.75345 0.99747 0.0 -0.9 -1.1 -0.259
C 4.48354 3.49542 5.30769 2.2 -1.9 -1.2 -0.171
O -2.56102 4.85193 -1.67574 0.3 1.5 0.1 -0.260
C -0.03588 -5.93442 -2.57651 -1.7 0.3 -1.5 -0.126
H -0.89185 2.46911 -1.89991 -0.1 -0.3 0.1 0.055
H 6.51936 -2.07842 -0.03036 -0.1 0.0 0.0 0.060
O 2.51416 1.43734 -2.04806 -0.2 -0.3 3.0 -0.291
H -0.35182 6.69733 -1.82238 0.0 -0.2 0.8 0.033
H 0.83306 -4.31728 2.30487 -0.3 0.2 0.6 0.070
C 0.98097 -5.14519 0.45027 0.5 2.5 -1.1 -0.333
H -2.49459 -9.82363 -1.08422 -0.3 -0.5 0.5 0.071
H 1.41378 -1.69758 0.06450 0.1 -0.1 0.3 0.074
H -5.43837 -1.42354 -0.41965 -0.3 -0.6 0.8 0.088
H -1.84123 7.77749 -2.01056 0.8 -0.5 -0.2 0.110
H -0.03282 -6.35183 -3.59393 0.8 0.2 0.1 0.078
C 4.18330 -2.83378 3.70220 -1.1 -0.4 -1.5 -0.049
C -3.85067 2.35287 3.91339 -2.0 -0.3 -0.8 -0.244
H 2.85983 3.07357 -0.21254 0.2 -0.3 -0.6 0.024
H -1.75093 -2.27108 -5.04201 0.9 0.9 -0.1 0.068
H -2.23062 -3.70132 -5.71368 -0.6 -0.8 -0.6 0.082
O 1.76166 6.72611 -1.57769 0.6 -0.4 -0.3 -0.545
C 1.23176 8.79294 1.09899 0.0 -0.3 1.1 -0.256
O 0.14395 7.88531 0.77115 0.0 0.4 0.1 -0.246
H -2.30773 -2.95032 -2.81015 -0.2 0.7 0.3 0.086
H 2.99870 6.87681 -4.01925 -0.4 -0.7 -0.1 0.071
H -3.56159 -1.37752 -1.88279 0.5 -0.5 -0.2 0.072
H 0.67944 2.43327 3.83040 0.5 -0.1 -0.1 0.048
O -0.69368 -0.08527 -1.08385 0.4 -0.7 -0.3 -0.263
S 5.01005 -3.59229 -1.09835 1.0 -1.5 -1.2 0.776
H 2.78264 -1.10609 -2.21424 -0.3 0.2 -0.6 0.123
O 3.21584 3.41850 7.49451 0.2 1.4 -1.0 -0.280
O -2.07438 -1.72288 0.05880 -0.7 -0.4 0.6 -0.257
H -3.10364 -5.32998 -0.83888 0.9 -0.4 -0.2 0.056
H -1.17293 -4.03832 7.30631 -0.2 0.9 0.1 0.069
O -3.20070 6.14359 -3.65958 -1.0 0.3 -1.0 -0.242
H 2.99720 5.11723 -4.53923 -0.3 0.4 0.6 0.075
S 2.94296 1.55412 1.64431 -1.1 -0.5 0.0 0.826
H 0.28131 -2.32159 1.37925 0.5 0.6 -0.5 0.081
C 1.20991 9.79543 0.03644 1.0 1.6 -0.3 -0.075
H 3.38036 -3.62751 3.85599 1.1 1.1 0.3 0.101
C -3.89424 4.46728 0.29121 -0.8 -1.1 -0.7 -0.078
H 3.78794 -0.50390 1.03328 0.1 -0.5 -0.3 0.023
H 2.40601 4.40079 3.60645 0.9 -0.2 0.0 0.090
S 2.40431 5.52026 -2.22211 -1.4 0.3 0.8 0.821
H 4.47672 2.40322 5.31462 -0.3 0.2 0.0 0.073
C -2.59768 -9.35759 -3.17070 -1.3 -1.3 1.2 -0.282
H -4.03903 2.53729 -4.37565 0.4 0.2 0.0 0.093
H -3.05022 4.31503 0.93670 0.3 0.1 0.5 0.048
H -1.75031 -4.48741 5.24716 0.0 0.2 -0.1 0.047
H -3.27556 -3.96870 4.50394 0.5 0.4 -0.1 0.055
H -0.43182 3.69231 4.16656 -0.2 0.1 0.1 0.087
C 1.59185 4.34735 4.30766 -0.4 1.9 -0.9 -0.297
C -2.86323 -3.25220 -3.68683 0.7 0.9 -0.9 -0.270
C -2.31924 -3.60890 4.92772 -0.8 -0.1 0.5 -0.239
```
Positions in Å, forces in eV/Å.

Frontier orbital gap in hartree: 0.330
LUMO in eV: 0.04
F_max in eV Å⁻¹: 4.5
Molar mass in g/mol: 1632.290
HOMO in eV: -8.9
Total charge: 0

=====

# C24H50N2O12S

4 unconnected molecules or ions with the total composition C24H50N2O12S (ωB97M-V/def2-TZVPD, the OMol25 dataset).

Geometry as XYZ:
```
89
Properties=species:S:1:pos:R:3:forces:R:3:lowdin_charge:R:1
H 5.78559 2.07323 -2.06293 -2.9 0.7 1.5 0.155
H 0.95808 -0.03861 -4.43826 0.0 -0.1 0.2 0.087
H -3.64949 -1.20150 5.29815 0.1 -0.1 0.0 0.091
O 2.07469 1.16690 -5.69007 0.3 -0.3 0.3 -0.205
H -2.52835 -5.11990 -1.76992 0.1 0.0 0.0 0.086
H 5.15168 0.76947 -8.48502 0.3 0.0 0.1 0.124
H -2.89520 -6.82476 -2.06629 0.1 0.0 0.2 0.090
S 0.89984 2.18605 -0.11862 1.5 0.2 -0.4 0.867
H 5.97166 1.10908 -6.23782 0.2 0.2 0.0 0.122
H 2.35237 3.34989 -9.28822 0.1 -0.2 0.0 0.090
O -0.16704 1.16214 3.90325 -0.2 -0.1 0.3 -0.143
C 2.40196 2.30608 -4.90226 0.1 0.2 -0.6 -0.183
O -4.86868 -7.42177 1.59537 -0.1 0.3 0.5 -0.207
H -3.19516 -2.52494 4.19797 -0.2 0.0 -0.2 0.077
C 4.83062 2.46617 -1.46639 -3.8 4.6 4.5 -0.026
H -1.94553 0.98650 4.98214 0.1 -0.2 0.2 0.109
H 2.00393 -0.87377 -5.61333 -0.1 0.2 0.0 0.089
O 3.49929 1.95461 -8.33784 0.3 0.5 0.0 -0.207
C 0.31988 -0.18024 3.99902 -0.2 -0.2 0.0 -0.166
O -2.48767 -6.38556 -0.11277 -0.1 0.5 -0.3 -0.207
H 2.73636 -0.12172 -4.18962 -0.1 0.0 0.1 0.085
H 1.33071 4.87782 1.85673 -1.4 -0.2 -2.0 0.131
H -0.66544 3.11319 1.62628 1.3 0.5 -2.1 0.095
C -5.14335 -5.20719 0.60313 -0.1 -0.2 0.2 -0.169
C -0.64739 5.96208 1.48488 -1.5 -1.6 -0.8 -0.207
H 3.54046 4.11188 -5.04399 0.1 -0.2 0.1 0.128
C 3.44751 3.17621 -5.61029 0.0 0.0 0.4 -0.163
C -2.25880 -6.14494 -1.49132 -0.1 -0.3 0.2 -0.111
H 4.03022 3.84696 -9.03452 0.1 0.0 -0.1 0.086
C -1.05198 1.60619 4.94249 0.2 0.2 0.0 -0.167
H -4.63731 -5.51895 -0.31333 0.0 -0.2 0.2 0.110
O -0.14331 7.13321 2.21798 1.6 1.6 -3.6 -0.126
H -1.88030 -4.40193 0.16113 -0.1 -0.1 0.0 0.122
C -0.74372 -1.26711 3.77461 0.3 0.3 0.6 -0.184
C 1.93445 -0.02183 -4.92985 -0.1 0.1 -0.3 -0.106
C -5.03600 -7.99365 2.88203 0.2 -0.1 -0.3 -0.111
H 4.30038 0.63901 -6.11414 -0.1 0.1 -0.2 0.110
H -0.25012 -2.24302 3.71723 0.2 0.0 -0.2 0.123
C -0.39914 1.75051 6.32256 -0.4 -0.4 -0.2 -0.188
H 1.06308 -0.27984 3.20826 -0.1 0.1 -0.2 0.123
H 3.63318 2.62171 -10.28702 0.1 0.2 -0.1 0.086
H -1.33103 6.24473 0.54813 1.7 -0.2 2.1 0.143
H -1.08607 -5.63952 1.16379 0.0 0.2 0.1 0.126
C -0.17894 3.51477 0.62140 -0.5 2.1 1.0 -0.479
H -1.39010 5.40078 2.23220 1.9 1.3 -1.4 0.142
H -5.20292 -7.22496 3.64422 -0.1 0.0 0.0 0.086
H -4.11413 -8.52336 3.13894 -0.1 0.0 -0.1 0.090
O 4.76961 2.61830 -5.64381 -0.3 -0.2 -0.2 -0.134
O -4.26977 -4.43402 1.43218 0.2 -0.4 -0.1 -0.130
C 0.56440 4.93169 0.96719 -1.1 1.3 0.7 -0.206
H -2.58705 -4.35988 2.55660 -0.1 0.1 -0.2 0.112
C 0.41649 8.15531 1.31836 -2.1 1.3 -4.7 -0.143
C 2.64334 2.74592 -0.46189 4.6 2.3 -0.4 -0.435
H -3.25683 -5.96419 2.42739 0.0 -0.2 -0.2 0.110
C 4.95659 1.44719 -6.44492 -0.1 0.1 -0.2 -0.171
C 3.38797 2.99781 -9.29171 -0.2 -0.3 0.2 -0.112
H 0.50664 2.36131 6.23441 0.0 -0.1 0.0 0.123
H 2.77667 2.01981 -3.91286 0.0 -0.1 -0.1 0.102
H -1.06758 3.73808 -0.11478 1.9 -0.6 1.2 0.099
O -1.65814 -1.31980 4.86689 -0.2 0.3 -0.5 -0.205
C -5.81558 -6.39513 1.31010 0.5 0.1 -0.5 -0.185
H 1.03794 5.45932 0.03512 -0.7 -1.3 1.8 0.120
H 1.06029 0.87020 8.53452 0.2 0.1 0.0 0.087
H 1.40773 -0.64174 7.65964 -0.2 0.1 0.0 0.090
H -5.86424 -8.70505 2.86985 -0.1 0.0 0.2 0.086
H -3.25221 -0.82602 3.61654 0.0 -0.1 -0.1 0.089
C -3.00642 -1.48161 4.45884 0.2 0.0 0.3 -0.103
H 0.85986 -0.33377 4.93604 -0.3 -0.1 0.0 0.111
H -6.57065 -6.82599 0.64410 -0.2 0.2 0.0 0.124
O -0.00175 8.44265 0.08235 2.4 -2.4 7.8 -0.057
H -6.31351 -6.03884 2.21765 0.1 0.0 0.0 0.121
H 1.29493 8.83173 1.75682 -2.1 -1.8 -0.4 0.170
H -1.21223 -6.34374 -1.73715 0.0 0.1 -0.2 0.086
O -0.11930 0.47380 6.88572 0.5 0.2 -0.2 -0.207
H 1.92141 0.89818 6.95695 0.0 0.1 0.1 0.086
N 3.48508 3.91069 -0.00093 -1.2 -6.1 -3.5 -0.017
C -3.05029 -5.06346 1.85289 0.1 0.3 -0.1 -0.166
H -1.25580 -1.07891 2.82547 -0.1 0.0 0.0 0.121
H -1.09621 2.25789 7.00118 0.0 0.2 -0.2 0.126
H 5.52166 2.49263 -8.24917 -0.1 0.1 0.0 0.121
C -2.04270 -5.32632 0.72716 -0.3 -0.4 0.4 -0.188
N 4.72478 3.71237 -0.59846 0.0 -4.1 -2.8 -0.061
H -1.39240 2.60169 4.62959 0.2 -0.1 0.0 0.121
H 3.12287 3.46480 -6.60796 -0.1 -0.2 -0.1 0.108
O 3.47706 1.88274 -1.36099 0.5 2.5 1.6 -0.166
H 1.47901 2.88465 -4.77073 0.1 0.2 0.2 0.128
C 4.84632 1.68088 -7.96021 -0.4 -0.3 0.5 -0.185
H -5.93144 -4.52315 0.28919 -0.1 0.1 0.2 0.123
C 1.13469 0.41183 7.54476 -0.3 -0.2 0.0 -0.110
```
Positions in Å, forces in eV/Å.

Frontier orbital gap in hartree: 0.322
LUMO in eV: 0.16
F_max in eV Å⁻¹: 8.5
SMILES: O=COCCCSc1nnco1.COCCOCCOC.COCCOCCOC.COCCOCCOC
Molar mass in g/mol: 590.733
HOMO in eV: -8.6
Total charge: 0